Entry 1:
Density functional theory data (wB97M-V/def2-TZVPD) for a cluster of 2 separate species, C3H12N2S in total at a distorted geometry.

Summary:
**HOMO-LUMO gap**: 0.345 Ha
**2S+1**: 1
**SMILES**: CSC.NCN

Last column: Mulliken charge in e.
Geometry (Å):
C  -1.70  0.81  1.08  -0.576
S  -0.60  -0.02  2.26  -0.079
C  0.84  1.11  2.08  -0.582
H  -2.10  1.80  1.41  0.314
H  -1.02  0.84  0.22  0.091
H  -2.64  0.24  0.81  0.286
H  1.68  0.69  2.86  0.244
H  0.64  2.19  2.37  0.276
H  1.12  1.12  1.02  0.084
N  0.67  -2.13  -1.70  -0.650
C  -0.19  -1.00  -1.70  -0.290
N  0.44  0.23  -1.42  -0.621
H  0.83  -2.42  -0.74  0.260
H  1.58  -1.81  -2.00  0.257
H  -1.06  -1.26  -1.14  0.312
H  -0.70  -0.94  -2.75  0.279
H  1.14  0.49  -2.11  0.285
H  1.08  0.07  -0.57  0.111



Entry 2:
Density functional theory data (wB97M-V/def2-TZVPD) for a cluster of 2 separate species, C3H12N2S in total at a distorted geometry.

Summary:
**HOMO-LUMO gap**: 0.342 Ha
**2S+1**: 1
**SMILES**: CSC.NCN

Last column: Mulliken charge in e.
Geometry (Å):
C  0.98  3.98  -2.69  -0.790
S  1.26  3.89  -0.79  -0.072
C  1.79  2.21  -0.80  -0.781
H  0.80  3.05  -3.21  0.324
H  1.87  4.60  -2.97  0.240
H  0.15  4.67  -2.73  0.276
H  0.95  1.38  -0.76  0.254
H  2.41  1.78  -1.72  0.260
H  2.54  1.97  0.02  0.289
N  -0.51  -3.47  0.84  -0.580
C  -1.77  -2.98  1.37  -0.238
N  -1.97  -3.17  2.74  -0.602
H  0.16  -2.73  1.12  0.220
H  -0.11  -4.30  1.18  0.245
H  -1.81  -1.89  1.22  0.288
H  -2.66  -3.46  0.84  0.250
H  -2.84  -2.74  3.08  0.224
H  -1.23  -2.77  3.26  0.195



What is the formula in the first record? C3H12N2S



The highest HOMO-LUMO gap belongs to which entry? number 1